A molecular structure, C18H42HgN7O9 in a non-equilibrium geometry, computed with wB97M-V/def2-TZVPD.

## Properties
Relative energy (zero: lowest compared OMol25 entry of this formula, charge and spin)   270.2 kcal/mol
Max |F|   5.7 eV/A
Net charge   +1
Gap between HOMO and LUMO   1.511 eV
LUMO energy   -9.4311 eV

Each line ends with the Löwdin charge.
Geometry (Å):
Hg1 -4.30924 -1.99922 0.83832  0.7489
N1 -0.12377 0.67565 0.16450  -0.5883
O1 -0.08165 0.94159 -1.03300  0.1690
O2 0.84695 0.86663 0.93101  0.1541
O3 -1.08087 0.13698 0.68022  0.1357
C1 -1.24231 -6.81141 0.45065  0.0079
C2 -0.56846 -5.55247 1.04566  -0.4949
O4 -1.33644 -4.58171 1.36560  -0.0412
N2 0.74058 -5.43028 1.06340  0.0195
C3 1.58188 -4.55407 1.92870  -0.0264
H1 -1.02993 -7.68285 1.06998  0.0834
H2 -0.78806 -7.15596 -0.47834  0.0787
H3 -2.29334 -6.57777 0.28078  0.0818
H4 1.27435 -6.22408 0.73928  0.1401
H5 2.51663 -4.32081 1.41887  0.0853
H6 1.80631 -5.07742 2.85813  0.0852
H7 0.98877 -3.69169 2.23305  0.0813
C4 5.19901 -4.18485 -6.57576  -0.0062
C5 4.59080 -3.13149 -5.69290  -0.5700
O5 3.70808 -2.38027 -6.10391  0.0253
N3 4.99119 -3.12405 -4.39320  0.0074
C6 4.23240 -2.25717 -3.42490  -0.0579
H8 6.03073 -4.74842 -6.15301  0.0741
H9 5.59107 -3.56499 -7.38208  0.0880
H10 4.45782 -4.84923 -7.01999  0.0882
H11 5.60580 -3.86444 -4.08635  0.1228
H12 4.77743 -2.22097 -2.48164  0.0773
H13 3.15203 -2.38944 -3.36657  0.0760
H14 4.26071 -1.28560 -3.91819  0.0751
C7 0.11380 2.86907 6.09442  -0.0146
C8 1.37739 2.32145 6.62813  -0.5329
O6 2.00875 2.87411 7.55464  0.0564
N4 1.81920 1.21714 5.94777  -0.0048
C9 2.88767 0.32936 6.48686  -0.0475
H15 -0.16804 3.60019 6.85214  0.0889
H16 -0.67460 2.11639 6.09387  0.0865
H17 0.23588 3.40026 5.15047  0.0893
H18 1.83661 1.32672 4.94388  0.1283
H19 2.39047 -0.07569 7.36824  0.0837
H20 3.57385 0.96165 7.05029  0.0804
H21 3.20053 -0.44371 5.78501  0.0867
C10 3.92673 6.53299 3.80862  0.0028
C11 3.26730 6.85085 2.48358  -0.6621
O7 2.91191 7.94840 2.34322  0.1157
N5 3.16559 5.89422 1.61248  0.0130
C12 2.51566 6.09519 0.35468  -0.0792
H22 4.27277 5.50775 3.93988  0.0653
H23 3.28891 6.81631 4.64589  0.0866
H24 4.85685 7.10096 3.82862  0.0863
H25 3.41290 4.93146 1.79142  0.1403
H26 1.55934 6.61152 0.43819  0.0858
H27 2.39497 5.10874 -0.09303  0.0839
H28 3.01647 6.76330 -0.34599  0.0885
C13 -4.97102 -4.18837 -4.36367  -0.0029
C14 -3.91694 -3.16432 -4.13925  -0.5694
O8 -3.65271 -2.72713 -3.04795  0.0352
N6 -3.30604 -2.70659 -5.28300  0.0117
C15 -2.09942 -1.82686 -5.34148  -0.0368
H29 -4.60830 -4.90803 -5.09758  0.0836
H30 -5.75634 -3.60535 -4.84476  0.0959
H31 -5.42471 -4.77593 -3.56553  0.0905
H32 -3.48177 -3.32516 -6.06184  0.1237
H33 -2.41497 -0.82771 -5.04109  0.0819
H34 -1.55610 -1.82446 -6.28641  0.0888
H35 -1.44391 -2.15924 -4.53654  0.0779
C16 -4.50962 4.02106 1.65453  0.0013
C17 -5.28019 3.21861 0.63529  -0.5307
O9 -5.55193 2.03992 0.85812  0.0071
N7 -5.73960 3.93318 -0.45868  0.0147
C18 -6.90002 3.54076 -1.30301  -0.0479
H36 -3.77592 3.40286 2.17185  0.0871
H37 -5.25231 4.24824 2.41931  0.0932
H38 -4.28406 4.99249 1.21459  0.0777
H39 -5.32111 4.84370 -0.58487  0.1247
H40 -6.46719 3.10525 -2.20362  0.0768
H41 -7.51825 4.39149 -1.58964  0.0850
H42 -7.45707 2.68305 -0.92602  0.0832

=====

A molecular structure, C18H42LiN2O8 in a non-equilibrium geometry, computed with wB97M-V/def2-TZVPD.

## Properties
Max |F|   6.2 eV/A
Net charge   +2
Gap between HOMO and LUMO (alpha / beta)   9.755 / 4.212 eV
⟨S²⟩   0.757
LUMO energy (alpha / beta)   -3.9038 / -9.3752 eV
Spin multiplicity   2

Each line ends with the Löwdin charge.
Geometry (Å):
Li1 -2.35236 -8.85845 0.03697  0.6800
C1 -10.88970 -6.56022 1.72151  -0.0846
C2 -9.39735 -6.74418 1.81668  -0.1402
N1 -8.81285 -6.00045 3.09402  -0.2024
C3 -9.39890 -4.61350 3.47193  0.0231
C4 -9.15362 -7.01063 4.21094  -0.1473
C5 -8.62627 -6.68135 5.65600  -0.0447
C6 -7.30660 -5.78265 2.79836  -0.0578
C7 -6.58241 -7.00502 2.22233  -0.2157
O1 -6.71667 -7.05135 0.83854  -0.1713
C8 -5.88523 -8.11403 0.31372  -0.0553
H1 -11.27122 -5.59452 1.38990  0.0890
H2 -11.54840 -6.79510 2.55760  0.0801
H3 -11.28561 -7.26691 0.99216  0.0951
H4 -9.04100 -6.34401 0.86748  0.1299
H5 -9.11177 -7.79333 1.74031  0.1314
H6 -8.73339 -4.14358 4.19606  0.1035
H7 -10.44795 -4.51242 3.75012  0.1134
H8 -9.30194 -3.90036 2.65332  0.1055
H9 -8.74425 -7.98998 3.96314  0.1160
H10 -10.23858 -7.07718 4.29168  0.1225
H11 -9.13415 -5.79724 6.04135  0.0755
H12 -7.57053 -6.50187 5.85918  0.0783
H13 -8.88830 -7.60802 6.16662  0.0887
H14 -6.89025 -5.42173 3.73883  0.1279
H15 -7.27522 -4.89764 2.16286  0.1400
H16 -7.02084 -7.85142 2.75097  0.1218
H17 -5.52454 -6.91918 2.47062  0.1406
H18 -6.32931 -8.16882 -0.68020  0.0987
H19 -5.91936 -9.16792 0.58986  0.1011
H20 -4.87081 -7.74796 0.15543  0.0760
C9 3.11241 -11.24998 2.35190  -0.0630
C10 1.94891 -12.04903 1.76094  -0.1331
N2 0.48915 -11.59201 2.19169  -0.2147
C11 -0.42281 -12.49476 1.31163  0.0266
C12 0.27231 -11.92456 3.73560  -0.1052
C13 -1.07147 -11.48954 4.35748  -0.0361
C14 0.32121 -10.10562 1.92892  -0.0419
C15 0.63639 -9.57728 0.45069  -0.1748
O2 -0.44605 -10.06800 -0.23155  -0.2703
C16 -0.34711 -9.99983 -1.68890  -0.0238
H21 3.07828 -10.16572 2.24544  0.0805
H22 3.99754 -11.50883 1.77083  0.0955
H23 3.31280 -11.48232 3.39782  0.0832
H24 1.97442 -13.06146 2.16397  0.1284
H25 2.08488 -11.96098 0.68305  0.1209
H26 -0.21885 -12.47095 0.24115  0.1018
H27 -1.49411 -12.39897 1.48834  0.1012
H28 -0.15004 -13.52567 1.53733  0.1009
H29 1.17218 -11.59380 4.25420  0.1223
H30 0.25008 -13.01233 3.66939  0.1213
H31 -1.16331 -12.01535 5.30784  0.0958
H32 -1.84285 -11.93711 3.73077  0.0715
H33 -1.22345 -10.42013 4.50368  0.0904
H34 0.97698 -9.70165 2.70020  0.1282
H35 -0.70548 -9.86493 2.20473  0.1058
H36 1.54409 -9.95336 -0.02127  0.1202
H37 0.70785 -8.49357 0.35811  0.1388
H38 -0.46247 -8.95661 -1.98300  0.0818
H39 -1.21582 -10.52985 -2.07944  0.1038
H40 0.56320 -10.44579 -2.08960  0.1074
O3 -4.12620 -10.45953 3.00514  0.1508
C17 -3.53559 -9.81633 2.04575  -1.0316
O4 -3.49920 -10.33131 0.95021  -0.0560
O5 -2.85646 -8.85069 2.22685  -0.0072
H41 -4.39408 -11.12968 2.37210  0.1155
O6 -2.84160 -6.41734 -2.99728  0.2214
C18 -2.65150 -7.21624 -1.92746  -0.7816
O7 -3.04774 -8.34706 -1.90026  0.1924
O8 -2.08932 -6.82378 -0.91532  0.2715
H42 -3.19133 -7.05874 -3.62009  0.1427

=====

9 unconnected molecules or ions with the total composition C18H42N6O18 in a non-equilibrium geometry, computed with wB97M-V/def2-TZVPD.

## Properties
SMILES   C[N+](=O)[O-].C[N+](=O)[O-].C[N+](=O)[O-].C[N+](=O)[O-].C[N+](=O)[O-].C[N+](=O)[O-].CCOC(C)=O.CCOC(C)=O.CCOC(C)=O
Relative energy (zero: lowest compared OMol25 entry of this formula, charge and spin)   0.3 kcal/mol
Max |F|   1.6 eV/A
Gap between HOMO and LUMO   10.056 eV
LUMO energy   -0.1590 eV

Each line ends with the Löwdin charge.
Geometry (Å):
C1 -3.38884 -2.48238 0.47657  0.0374
N1 -3.53097 -1.86428 -0.86883  -0.4240
O1 -4.21435 -0.86412 -0.96223  0.0601
O2 -2.88708 -2.35488 -1.78076  0.0529
H1 -3.12535 -3.53075 0.37816  0.0687
H2 -4.34719 -2.43531 0.98586  0.1063
H3 -2.62222 -1.90787 0.98954  0.0534
C2 -0.96647 0.24184 -0.30022  0.0612
N2 0.40053 0.73673 -0.52488  -0.4213
O3 0.51067 1.92511 -0.72081  0.0601
O4 1.29604 -0.06385 -0.63363  0.0755
H4 -1.36431 0.12154 -1.30625  0.0866
H5 -1.50953 0.92590 0.34107  0.1006
H6 -0.94015 -0.72390 0.19858  0.0726
C3 -2.26027 -0.25989 -4.17907  0.0559
N3 -1.02572 -0.42992 -4.99096  -0.4331
O5 -0.64840 -1.55030 -5.24702  0.0777
O6 -0.37058 0.57024 -5.21061  0.0500
H7 -2.61192 -1.25078 -3.92308  0.0763
H8 -3.02511 0.22144 -4.78536  0.1059
H9 -1.98694 0.37145 -3.34164  0.0788
C4 0.05128 -3.54527 -0.26011  0.0480
N4 -0.60777 -4.84605 -0.54798  -0.4153
O7 0.01334 -5.71591 -1.11453  0.0964
O8 -1.76349 -4.97028 -0.16435  0.0246
H10 -0.60093 -3.01833 0.43041  0.0708
H11 0.21978 -2.99441 -1.17814  0.0934
H12 0.96675 -3.74725 0.29018  0.1076
C5 4.10700 1.34709 0.16561  0.0386
N5 4.72238 0.33851 1.08953  -0.4428
O9 5.77641 -0.12812 0.72586  0.0576
O10 4.10229 0.02182 2.08226  0.0668
H13 4.76428 2.21321 0.19357  0.1048
H14 3.11620 1.69580 0.43677  0.0536
H15 4.04808 0.90018 -0.82233  0.0893
C6 -0.84916 3.93936 -4.94527  0.0436
N6 -1.34148 4.14527 -3.55334  -0.4459
O11 -2.02900 5.13709 -3.39611  0.0587
O12 -1.05919 3.36934 -2.67245  0.0552
H16 -1.60987 3.37797 -5.47429  0.0981
H17 0.12517 3.46054 -4.94981  0.0934
H18 -0.70834 4.93485 -5.35383  0.0941
C7 0.08055 3.57303 1.95516  -0.0633
C8 1.56674 3.75238 2.26632  -0.2048
O13 1.72641 3.61654 3.67407  -0.0060
C9 2.88182 3.23076 4.19805  -0.5477
C10 2.78740 3.15012 5.69706  0.0179
O14 3.84496 2.89506 3.56180  0.1056
H19 -0.17605 2.55814 2.26559  0.0718
H20 -0.10319 3.66625 0.88578  0.0641
H21 -0.56986 4.26449 2.48975  0.0770
H22 2.06718 2.90179 1.79685  0.0912
H23 2.00815 4.65790 1.85559  0.1320
H24 1.89917 2.62997 6.05414  0.0850
H25 2.77083 4.13231 6.17142  0.0875
H26 3.64614 2.60998 6.09218  0.0867
C11 2.80108 -1.20656 -5.56000  -0.0634
C12 2.24253 -1.73901 -4.25233  -0.2463
O15 3.20237 -1.64109 -3.21638  -0.0011
C13 3.21022 -2.67767 -2.35204  -0.5435
C14 4.09403 -2.37983 -1.18642  0.0309
O16 2.46361 -3.60162 -2.42041  0.1030
H27 2.10774 -1.41889 -6.37705  0.0730
H28 3.73382 -1.72671 -5.77680  0.0795
H29 2.88963 -0.12035 -5.60075  0.0742
H30 1.32623 -1.20950 -3.99164  0.0940
H31 1.94575 -2.77542 -4.42581  0.1205
H32 5.15450 -2.33525 -1.42088  0.0963
H33 3.95469 -3.12962 -0.41157  0.0931
H34 3.72154 -1.43609 -0.78759  0.0587
C15 -3.98288 -2.22545 6.26712  -0.0641
C16 -2.93372 -1.56758 5.38612  -0.1970
O17 -3.56899 -0.48769 4.67102  0.0037
C17 -3.28549 -0.29429 3.39318  -0.5354
C18 -4.01959 0.87175 2.79258  0.0351
O18 -2.47539 -0.93101 2.76259  0.0541
H35 -3.46922 -2.99852 6.83880  0.0812
H36 -4.78962 -2.67078 5.68677  0.0792
H37 -4.44507 -1.49103 6.92581  0.0784
H38 -2.14206 -1.12243 5.98459  0.1279
H39 -2.54902 -2.28066 4.65905  0.1166
H40 -5.07848 0.97128 3.00999  0.0906
H41 -3.85090 0.89604 1.71797  0.0753
H42 -3.51313 1.77786 3.14421  0.0963

=====

Which of these has the lowest max |F|? C18H42N6O18